Here is a molecular structure, F4KN2O8S4 from the Open Molecules 2025 dataset. Energies are from ωB97M-V/def2-TZVPD.

The geometry in ORCA input format:
```
! wB97M-V def2-TZVPD RIJCOSX def2/J DEFGRID3
* xyz -1 1
K 0.41 1.12 -1.08
N -1.81 2.51 0.06
S -3.08 2.34 0.90
O -3.69 1.05 0.95
O -3.95 3.53 1.17
F -2.27 2.31 2.24
S -2.83 2.43 -1.34
O -3.95 3.36 -1.48
O -2.83 1.15 -2.10
F -1.73 3.13 -2.21
N 3.65 -2.56 1.09
S 2.16 -3.33 0.82
O 2.32 -4.55 0.02
O 0.96 -2.57 0.80
F 2.11 -3.92 2.28
S 3.50 -1.79 -0.29
O 2.44 -0.81 -0.29
O 3.83 -2.57 -1.45
F 4.76 -0.81 -0.09
*
```

Summary:
E_tot in Ha: -3303.617691
Strongest force on any atom in eV Å⁻¹: 9.9

Results of the natural (NBO) charge analysis, in e, for atoms 1 through 4: 0.986 -1.074 2.368 -0.898

---

Here is a molecular structure, F5LiSr4 from the Open Molecules 2025 dataset. Energies are from ωB97M-V/def2-TZVPD.

The geometry in ORCA input format:
```
! wB97M-V def2-TZVPD RIJCOSX def2/J DEFGRID3
* xyz 4 1
Sr 16.64 -6.66 -16.37
Sr 14.72 -6.63 -11.15
Sr 13.44 -1.60 -16.82
Sr 18.58 -1.83 -13.84
Li 14.12 -0.89 -11.17
F 16.66 -2.88 -17.97
F 13.25 -5.41 -17.11
F 15.56 0.01 -13.74
F 15.33 -3.77 -14.10
F 16.93 -2.88 -10.49
*
```

Summary:
E_tot in Ha: -628.017844
Strongest force on any atom in eV Å⁻¹: 2.8

Results of the natural (NBO) charge analysis, in e, for atoms 1 through 4: 1.919 1.960 1.973 1.966

---

Here is 12 unconnected molecules or ions with the total composition F6H22O11P from the Open Molecules 2025 dataset. Energies are from ωB97M-V/def2-TZVPD.

The geometry in ORCA input format:
```
! wB97M-V def2-TZVPD RIJCOSX def2/J DEFGRID3
* xyz -1 1
P -6.74 -13.86 -9.06
F -6.98 -12.20 -9.20
F -6.97 -13.90 -7.46
F -8.32 -13.91 -9.42
F -6.73 -15.52 -9.10
F -6.41 -13.90 -10.67
F -5.16 -13.61 -8.93
O -7.21 -7.65 -11.67
H -7.71 -7.21 -10.98
H -6.53 -8.13 -11.20
O -8.90 -9.94 -6.25
H -9.39 -10.44 -5.60
H -8.56 -10.61 -6.86
O -1.38 -10.50 -7.35
H -0.62 -10.51 -7.93
H -1.89 -11.26 -7.61
O -9.24 -17.94 -6.81
H -9.30 -17.02 -7.04
H -8.65 -18.31 -7.46
O -3.96 -17.14 -11.91
H -4.79 -16.74 -11.64
H -3.74 -17.74 -11.20
O -11.69 -12.86 -11.99
H -11.81 -11.91 -12.04
H -10.81 -12.97 -11.64
O -9.04 -17.55 -12.76
H -8.25 -18.08 -12.91
H -8.95 -17.23 -11.86
O -0.60 -15.82 -9.68
H -1.03 -16.67 -9.80
H -1.11 -15.22 -10.23
O -4.56 -13.79 -15.57
H -3.91 -14.48 -15.44
H -5.40 -14.22 -15.41
O -2.24 -12.67 -11.80
H -2.85 -12.89 -11.09
H -2.75 -12.81 -12.60
O -3.76 -8.24 -9.79
H -3.19 -7.51 -9.53
H -3.59 -8.91 -9.13
*
```

Summary:
E_tot in Ha: -1781.679533
Strongest force on any atom in eV Å⁻¹: 2.8

Results of the natural (NBO) charge analysis, in e, for atoms 1 through 4: 2.593 -0.611 -0.578 -0.598

---

Here is a molecular structure, F6H2N3NaO13S6 from the Open Molecules 2025 dataset. Energies are from ωB97M-V/def2-TZVPD.

The geometry in ORCA input format:
```
! wB97M-V def2-TZVPD RIJCOSX def2/J DEFGRID3
* xyz -2 1
Na 10.30 5.03 2.68
N 12.30 3.75 2.90
S 12.57 2.56 1.94
O 11.42 1.76 1.46
O 13.95 2.04 1.81
F 12.55 3.60 0.70
S 12.54 2.73 4.29
O 13.96 2.51 4.65
O 11.60 1.62 4.36
F 12.05 3.75 5.39
N 7.99 4.56 6.94
S 8.65 3.44 5.78
O 9.22 2.18 6.21
O 9.39 4.05 4.68
F 7.21 3.13 5.08
S 9.13 4.37 7.94
O 10.38 4.99 7.50
O 9.12 3.28 8.89
F 8.60 5.43 9.02
N 11.07 6.97 3.45
S 10.42 8.03 2.34
O 10.98 9.39 2.23
O 9.06 7.71 1.88
F 11.14 7.31 1.10
S 10.31 7.60 4.58
O 8.99 6.94 4.71
O 10.56 8.98 4.96
F 11.10 6.91 5.80
O 9.61 4.30 0.57
H 9.67 3.51 0.03
H 9.39 5.00 -0.04
*
```

Summary:
E_tot in Ha: -4294.253425
Strongest force on any atom in eV Å⁻¹: 11.4

Results of the natural (NBO) charge analysis, in e, for atoms 1 through 4: 0.917 -1.093 2.360 -0.923

---

Here is a molecular structure, F6KN3Na3O12S6 from the Open Molecules 2025 dataset. Energies are from ωB97M-V/def2-TZVPD.

The geometry in ORCA input format:
```
! wB97M-V def2-TZVPD RIJCOSX def2/J DEFGRID3
* xyz 1 1
Na -3.40 -0.19 0.91
Na -3.11 0.48 -4.65
Na 0.93 -1.91 -0.61
K 3.76 0.70 -1.16
N -4.36 -1.42 -1.08
S -3.36 -2.23 -2.07
O -3.33 -1.54 -3.31
O -3.26 -3.70 -2.05
F -2.00 -1.77 -1.36
S -5.59 -2.29 -1.30
O -5.80 -3.54 -0.61
O -6.24 -2.10 -2.61
F -6.49 -1.24 -0.54
N 4.83 0.24 4.08
S 3.68 1.04 3.10
O 4.13 1.37 1.78
O 2.55 1.75 3.75
F 2.81 -0.34 2.85
S 5.07 1.50 4.88
O 4.14 1.64 6.06
O 5.53 2.79 4.34
F 6.41 0.96 5.55
N 1.08 0.42 -1.70
S 0.33 0.91 -2.94
O 0.62 2.26 -3.37
O -0.95 0.39 -3.32
F 1.31 0.13 -3.98
S 0.24 1.30 -0.55
O -1.09 0.72 -0.35
O 0.36 2.72 -0.57
F 1.17 0.92 0.83
*
```

Summary:
E_tot in Ha: -5142.033374
Strongest force on any atom in eV Å⁻¹: 11.2

Results of the natural (NBO) charge analysis, in e, for atoms 1 through 4: 0.988 0.992 0.987 0.989

---

Here is a molecular structure, F8H6KN4O19S8 from the Open Molecules 2025 dataset. Energies are from ωB97M-V/def2-TZVPD.

The geometry in ORCA input format:
```
! wB97M-V def2-TZVPD RIJCOSX def2/J DEFGRID3
* xyz -3 1
K -16.47 0.17 7.68
N -15.07 2.55 6.66
S -14.63 2.45 5.13
O -14.19 1.16 4.69
O -14.21 3.60 4.39
F -16.18 2.39 4.65
S -13.54 2.82 7.23
O -13.08 4.16 7.13
O -12.64 1.74 6.98
F -13.90 2.59 8.76
N -14.64 -3.42 10.27
S -15.93 -4.07 11.08
O -17.16 -3.42 10.88
O -15.58 -4.63 12.34
F -16.00 -5.37 10.15
S -14.59 -1.96 10.84
O -14.54 -1.87 12.26
O -15.33 -0.97 10.11
F -13.10 -1.56 10.40
N -18.29 1.69 9.21
S -19.94 1.31 8.90
O -20.89 1.71 9.89
O -20.21 0.08 8.25
F -20.16 2.41 7.78
S -18.30 1.20 10.69
O -18.44 -0.22 10.85
O -18.88 2.02 11.71
F -16.74 1.37 10.97
N -17.61 -2.21 6.46
S -18.83 -1.72 5.38
O -20.16 -1.45 5.77
O -18.64 -2.19 4.05
F -18.09 -0.29 5.29
S -18.43 -3.38 7.17
O -18.85 -4.45 6.31
O -19.28 -3.03 8.24
F -17.13 -3.99 7.87
O -17.84 3.02 6.71
H -16.91 3.01 6.47
H -17.89 2.51 7.53
O -14.70 -2.55 7.43
H -14.80 -2.93 8.32
H -15.59 -2.52 7.08
O -15.62 -1.32 4.78
H -15.69 -0.40 5.05
H -16.30 -1.78 5.27
*
```

Summary:
E_tot in Ha: -6236.649594
Strongest force on any atom in eV Å⁻¹: 6.1

Results of the natural (NBO) charge analysis, in e, for atoms 1 through 4: 0.928 -1.156 2.418 -0.908

---

Here is a molecular structure, FFe2H6O3 from the Open Molecules 2025 dataset. Energies are from ωB97M-V/def2-TZVPD.

The geometry in ORCA input format:
```
! wB97M-V def2-TZVPD RIJCOSX def2/J DEFGRID3
* xyz 3 9
Fe 15.67 34.67 19.44
Fe 19.50 35.19 20.82
F 17.64 34.82 20.08
O 15.51 33.02 20.78
H 15.06 33.07 21.65
H 15.88 32.12 20.73
O 20.28 35.45 18.89
H 20.46 36.24 18.35
H 20.45 34.68 18.31
O 15.06 36.18 20.65
H 14.57 37.02 20.48
H 15.39 36.26 21.56
*
```

Summary:
E_tot in Ha: -2855.409737
Strongest force on any atom in eV Å⁻¹: 2.1

Results of the natural (NBO) charge analysis, in e, for atoms 1 through 4: 1.793 1.832 -0.858 -1.035

---

Here is a single FH molecule from the Open Molecules 2025 dataset. Energies are from ωB97M-V/def2-TZVPD.

The geometry in ORCA input format:
```
! wB97M-V def2-TZVPD RIJCOSX def2/J DEFGRID3
* xyz 0 1
F 0.00 0.00 0.45
H 0.00 0.00 -0.45
*
```

Summary:
E_tot in Ha: -100.461657
SMILES string: F
Strongest force on any atom in eV Å⁻¹: 1.2

The molecule's natural (NBO) atomic charges, reported in e, are given here: -0.555 0.555

---

Copy entry 7 word for word.
Here is a molecular structure, FFe2H6O3 from the Open Molecules 2025 dataset. Energies are from ωB97M-V/def2-TZVPD.

The geometry in ORCA input format:
```
! wB97M-V def2-TZVPD RIJCOSX def2/J DEFGRID3
* xyz 3 9
Fe 15.67 34.67 19.44
Fe 19.50 35.19 20.82
F 17.64 34.82 20.08
O 15.51 33.02 20.78
H 15.06 33.07 21.65
H 15.88 32.12 20.73
O 20.28 35.45 18.89
H 20.46 36.24 18.35
H 20.45 34.68 18.31
O 15.06 36.18 20.65
H 14.57 37.02 20.48
H 15.39 36.26 21.56
*
```

Summary:
E_tot in Ha: -2855.409737
Strongest force on any atom in eV Å⁻¹: 2.1

Results of the natural (NBO) charge analysis, in e, for atoms 1 through 4: 1.793 1.832 -0.858 -1.035

---

Which value of E_tot does entry 2 give?
-628.017844 Ha

---

Among the records above, which one has the lowest strongest force on any atom?
FH